No. 1
Molecular formula: C2H8S3
Method: DFT, wB97M-V/def2-TZVPD

Geometry (Å):
C  0.374  0.666  -1.885
S  0.290  1.248  -0.170
C  -1.492  1.358  0.081
H  1.103  1.263  -2.417
H  0.541  -0.409  -1.964
H  -0.581  0.732  -2.412
H  -1.792  0.370  0.435
H  -2.106  1.517  -0.804
H  -1.690  2.201  0.735
S  1.852  -1.657  2.859
S  0.791  -3.147  1.691
H  2.956  -1.824  2.141
H  -0.247  -2.317  1.709

Cartesian forces, eV/Å:
C -0.6524 -0.5534 -0.1972
S 0.0100 0.3029 -0.5935
C -0.2099 -0.6625 -0.2108
H 0.2176 -0.1873 -0.1291
H 0.6934 0.0803 0.2330
H -0.0785 0.6635 0.2560
H -0.3835 0.4250 0.5884
H 0.4890 0.2302 -0.3819
H -0.0900 -0.3225 0.4465
S -0.4652 -1.0796 -0.4636
S 0.5752 0.9646 0.9444
H 0.3277 0.2026 -0.1307
H -0.4335 -0.0637 -0.3615

Calculated values
- multiplicity = 1
- relative energy (zero: lowest compared OMol25 entry of this formula, charge and spin) (eV) = 0.750
- electronic energy (Ha) = -1275.51929
- frontier orbital gap (eV) = 8.487
- SMILES string = CSC.SS

No. 2
Molecular formula: C5H16O2
Method: DFT, wB97M-V/def2-TZVPD

Geometry (Å):
C  2.080  2.072  2.005
C  0.902  1.296  1.628
C  0.209  1.806  0.165
C  1.096  1.384  -1.034
C  2.289  0.353  -0.818
H  2.895  2.116  1.169
H  1.803  3.067  2.211
H  2.447  1.775  3.035
H  0.958  0.207  1.569
H  0.006  1.296  2.314
H  0.091  2.933  0.197
H  -0.814  1.210  0.000
H  1.703  2.247  -1.301
H  0.378  0.988  -1.747
H  2.859  0.128  -1.761
H  1.849  -0.530  -0.425
H  3.024  0.579  0.083
O  -3.236  -4.089  0.366
H  -3.863  -4.655  -0.110
H  -2.915  -3.442  -0.191
O  -4.407  -3.448  -2.255
H  -4.797  -4.323  -2.049
H  -4.557  -2.971  -3.052

Cartesian forces, eV/Å:
C 2.4448 -0.2151 0.5993
C -4.6446 -0.5772 -2.3412
C 0.1051 -1.9775 1.7978
C 1.8893 0.1256 0.9485
C 0.3376 0.4528 1.4385
H -1.3210 -0.2408 1.9126
H -0.4698 1.5526 -0.1510
H 0.2521 -0.1659 -1.3880
H 0.9567 0.0095 -0.3909
H 1.1095 0.8954 -0.0164
H -0.2363 -1.4320 -0.0295
H 1.9680 1.7180 0.8295
H -0.7949 0.4151 -0.9802
H 0.6706 0.3058 -0.7871
H -0.6315 0.3743 0.9811
H -0.3169 -1.3583 -0.1411
H -1.3201 0.1161 -2.2817
O -1.1665 -2.6256 2.2891
H 0.5420 0.6338 0.1100
H 0.6904 1.9518 -2.2005
O 0.8814 -0.7099 2.3497
H -0.0825 1.2871 -1.4970
H -0.8634 -0.5355 -1.0514

Calculated values
- multiplicity = 1
- relative energy (zero: lowest compared OMol25 entry of this formula, charge and spin) (eV) = 2.450
- electronic energy (Ha) = -350.49226
- frontier orbital gap (eV) = 10.631
- SMILES string = CCCCC.O.O

No. 3
Molecular formula: C3H6O
Method: DFT, wB97M-V/def2-TZVPD

Geometry (Å):
C  1.133  -0.633  -0.070
C  0.476  0.571  0.581
C  -1.220  0.522  -0.033
O  -0.726  0.138  1.215
H  1.813  -1.009  0.706
H  1.748  -0.334  -0.925
H  0.454  -1.454  -0.346
H  -0.278  1.203  -0.427
H  -1.996  1.288  0.036
H  -1.405  -0.292  -0.737

Cartesian forces, eV/Å:
C 0.0687 0.0044 -0.0058
C 0.0657 -0.2335 -0.1040
C -0.3185 0.0187 -0.2067
O 0.0588 -0.0044 -0.0036
H -0.0527 0.0416 -0.1077
H -0.0903 -0.0544 0.1660
H 0.1042 0.1537 0.0781
H -0.0254 0.0301 0.0319
H 0.1489 -0.1071 -0.0083
H 0.0407 0.1508 0.1601

Calculated values
- multiplicity = 1
- relative energy (zero: lowest compared OMol25 entry of this formula, charge and spin) (eV) = 4.541
- electronic energy (Ha) = -192.97633
- frontier orbital gap (eV) = 9.447

No. 4
Molecular formula: C5H13O2Ru
Method: DFT, wB97M-V/def2-TZVPD

Geometry (Å):
H  1.570  0.210  0.795
C  2.190  -0.683  0.637
C  3.341  -0.723  1.619
H  2.537  -0.758  -0.403
H  1.550  -1.559  0.816
H  3.855  -1.689  1.487
H  3.236  -0.793  2.706
O  4.372  0.427  1.354
C  5.369  0.245  0.358
C  6.053  1.574  0.140
O  6.376  2.117  1.424
C  7.255  3.239  1.381
H  4.904  -0.086  -0.580
H  6.086  -0.511  0.717
H  5.397  2.281  -0.389
H  6.973  1.428  -0.442
H  7.414  3.572  2.412
H  8.212  2.934  0.939
H  6.807  4.048  0.789
H  3.397  0.987  3.471
Ru  4.913  1.724  2.734

Cartesian forces, eV/Å:
H 0.1286 -0.2441 -0.2872
C -0.2446 0.7170 0.6339
C 0.7946 -1.8023 -0.7519
H -0.0436 0.1251 0.3398
H 0.2571 0.1540 0.0860
H 0.5895 0.5522 -0.5499
H -0.7417 0.9967 -0.2288
O -1.6631 -1.8660 -0.2334
C 0.7923 -0.6698 -1.0742
C -0.1415 -0.3914 -1.4585
O -0.1055 -0.5773 -0.6010
C 1.1053 1.4436 0.1491
H 0.1718 0.0061 0.2265
H -0.2467 0.0850 -0.1716
H 0.2044 -0.0714 0.1533
H -0.2018 0.0472 0.1601
H 0.0207 -0.0578 -0.2373
H -0.2719 -0.0230 0.1443
H 0.0463 -0.2693 0.1296
H 1.0365 0.7756 -0.5024
Ru -1.4865 1.0699 4.0738

Calculated values
- multiplicity = 6
- total charge = +2
- electronic energy (Ha) = -442.74661
- frontier orbital gap (spin up / spin down) (eV) = 10.267 / 7.566

No. 5
Molecular formula: C14H28ClN2O7S3
Method: DFT, wB97M-V/def2-TZVPD

Geometry (Å):
Cl  -7.912  -23.810  -18.031
O  -9.099  -24.353  -17.444
O  -7.265  -24.800  -18.789
O  -8.251  -22.586  -18.698
O  -6.982  -23.399  -17.024
N  -7.841  -23.337  -13.750
C  -6.518  -22.949  -13.678
C  -6.195  -22.594  -12.457
C  -7.339  -22.737  -11.693
C  -8.374  -23.263  -12.460
H  -8.296  -23.615  -14.607
H  -5.996  -22.978  -14.623
H  -5.252  -22.242  -12.067
H  -7.429  -22.638  -10.622
H  -9.373  -23.602  -12.230
N  -10.986  -24.570  -14.431
C  -11.785  -24.739  -13.323
C  -12.849  -23.826  -13.428
C  -12.572  -23.071  -14.573
C  -11.407  -23.483  -15.169
H  -10.177  -25.082  -14.752
H  -11.394  -25.542  -12.717
H  -13.644  -23.704  -12.706
H  -13.109  -22.186  -14.879
H  -10.955  -23.046  -16.048
C  -3.973  -25.878  -22.435
S  -2.737  -24.975  -21.380
O  -3.003  -23.516  -21.575
C  -3.583  -25.406  -19.760
H  -3.736  -25.700  -23.484
H  -4.992  -25.539  -22.247
H  -3.911  -26.966  -22.407
H  -3.282  -24.745  -18.948
H  -3.323  -26.408  -19.418
H  -4.668  -25.493  -19.699
C  -6.384  -22.865  -21.715
S  -6.255  -21.102  -21.216
O  -4.823  -20.817  -21.655
C  -7.428  -20.440  -22.539
H  -7.330  -23.301  -21.392
H  -5.570  -23.396  -21.222
H  -5.961  -22.995  -22.711
H  -8.305  -21.084  -22.604
H  -6.924  -20.535  -23.501
H  -7.789  -19.431  -22.340
C  -4.340  -20.873  -17.825
S  -2.887  -21.464  -18.789
O  -2.840  -20.537  -20.019
C  -1.623  -20.922  -17.514
H  -4.205  -19.935  -17.286
H  -4.625  -21.631  -17.094
H  -5.315  -20.833  -18.310
H  -0.718  -20.524  -17.974
H  -1.388  -21.761  -16.859
H  -1.944  -20.040  -16.960

Cartesian forces, eV/Å:
Cl -0.1942 1.3688 2.8595
O -0.4926 -0.2994 0.1867
O 0.5826 -1.1607 -2.5188
O -0.3363 0.3068 -2.1976
O 0.7621 -0.0111 1.4478
N 0.1789 -0.0501 1.2969
C -1.0626 -1.0038 -4.3667
C 1.4043 1.0627 2.1754
C -2.4675 -1.1620 1.6651
C 1.3670 0.6093 -0.9628
H 0.0984 0.1028 0.1708
H 0.2944 0.1147 0.1870
H 0.0216 -0.0466 -0.2900
H 0.1090 0.2182 -0.0029
H 0.0944 0.2419 -0.0213
N 0.4697 1.5150 -1.1137
C 0.1710 -0.2380 -1.1486
C 1.4980 -1.3768 0.9034
C -0.1453 1.3382 -0.4578
C -1.1144 -0.4096 0.6100
H -0.1880 -0.2903 0.5825
H -0.9203 0.0861 0.6459
H 0.0650 0.0131 -0.1502
H -0.1541 -0.1249 -0.0780
H 0.3448 -0.5757 0.1013
C 0.4255 0.0221 -0.5082
S -1.9309 -0.3461 0.9545
O -0.0272 -0.4258 -0.1847
C 0.2075 -0.7568 0.3407
H 0.1771 0.5865 0.0299
H 0.1363 0.0038 0.2473
H 0.0770 -0.0257 0.7864
H 0.2982 0.3231 -0.4306
H 0.6695 -0.1753 -0.3306
H -0.2619 0.6994 -0.8502
C 1.0901 -0.2306 0.9311
S -0.3620 -1.3507 -1.8198
O -0.4847 0.4596 0.1360
C 0.2026 0.0315 0.2403
H -0.0585 0.1846 -0.4131
H -0.0624 0.3019 0.9784
H -1.0408 0.5406 -0.5556
H 0.1611 -0.2866 0.5635
H 0.3076 0.2194 0.2135
H 0.4827 -0.0272 0.1428
C -0.4947 -0.5937 0.8251
S -0.7187 1.7461 -0.3570
O 0.1695 -0.7381 1.5309
C -0.0811 0.6977 -0.4776
H 0.4194 0.0192 -0.3094
H 0.6121 -0.2782 0.3703
H 0.4295 0.1034 -1.0469
H 0.0302 -0.6625 -0.5878
H -0.1651 0.0395 -0.1099
H -0.5942 -0.3101 0.1666

Calculated values
- multiplicity = 2
- electronic energy (Ha) = -2840.63601
- frontier orbital gap (spin up / spin down) (eV) = 7.216 / 2.670

No. 6
Molecular formula: C3H5NO
Method: DFT, wB97M-V/def2-TZVPD

Geometry (Å):
C  -1.855  -0.003  -0.321
N  -0.625  -0.737  -0.240
C  0.431  -0.334  0.219
C  1.625  -0.095  0.682
O  2.685  0.432  -0.033
H  -1.806  1.006  0.102
H  -2.617  -0.581  0.202
H  -2.141  0.052  -1.370
H  1.883  -0.300  1.709
H  2.419  0.560  -0.949

Cartesian forces, eV/Å:
C -0.2812 0.3725 0.1068
N 0.4411 -0.5894 -0.1343
C -0.4710 -0.0002 -0.0799
C 0.5375 0.1048 0.2332
O -0.0549 0.0820 -0.0910
H 0.0366 -0.0476 -0.0149
H -0.0525 0.0686 -0.0478
H -0.0876 0.0290 0.0052
H -0.0969 -0.0036 0.0239
H 0.0288 -0.0160 -0.0010

Calculated values
- multiplicity = 1
- relative energy (zero: lowest compared OMol25 entry of this formula, charge and spin) (eV) = 2.130
- electronic energy (Ha) = -247.22894
- frontier orbital gap (eV) = 8.797
- SMILES string = CN=C=CO

Question: Number 1 is which compound?
Answer: C2H8S3

Copy entry 3 word for word.
Molecular formula: C3H6O
Method: DFT, wB97M-V/def2-TZVPD

Geometry (Å):
C  1.133  -0.633  -0.070
C  0.476  0.571  0.581
C  -1.220  0.522  -0.033
O  -0.726  0.138  1.215
H  1.813  -1.009  0.706
H  1.748  -0.334  -0.925
H  0.454  -1.454  -0.346
H  -0.278  1.203  -0.427
H  -1.996  1.288  0.036
H  -1.405  -0.292  -0.737

Cartesian forces, eV/Å:
C 0.0687 0.0044 -0.0058
C 0.0657 -0.2335 -0.1040
C -0.3185 0.0187 -0.2067
O 0.0588 -0.0044 -0.0036
H -0.0527 0.0416 -0.1077
H -0.0903 -0.0544 0.1660
H 0.1042 0.1537 0.0781
H -0.0254 0.0301 0.0319
H 0.1489 -0.1071 -0.0083
H 0.0407 0.1508 0.1601

Calculated values
- multiplicity = 1
- relative energy (zero: lowest compared OMol25 entry of this formula, charge and spin) (eV) = 4.541
- electronic energy (Ha) = -192.97633
- frontier orbital gap (eV) = 9.447

Question: Number 5 is which compound?
Answer: C14H28ClN2O7S3